# 1
The following is a quantum chemistry calculation of a structure of composition C24H16Cl2I2N5OSTi in a non-equilibrium geometry, from the Open Molecules 2025 dataset.

Last column: Löwdin spin population.
Element x y z (Å)
Ti  0.0105  -0.1665  -0.0502  0.14
C  4.6091  -1.0334  -0.2162  0.00
N  3.9376  0.2419  -0.2933  0.03
C  4.4427  1.4740  0.0181  0.00
C  3.5000  2.3966  -0.2635  0.03
N  2.3921  1.7293  -0.7780  0.02
C  2.6656  0.3846  -0.7811  0.10
S  1.8312  -0.8528  -1.6207  0.05
C  1.2023  2.3314  -1.1805  0.17
C  1.2026  3.6499  -1.6430  0.01
C  0.0243  4.2616  -1.9833  0.16
C  -1.1845  3.5380  -1.7929  0.09
C  -1.1140  2.2644  -1.3076  0.05
N  0.0368  1.5980  -1.0501  0.20
H  5.6491  -0.8715  0.0580  0.00
H  4.5545  -1.5325  -1.1827  0.00
H  4.1265  -1.6740  0.5223  0.00
H  5.4155  1.6028  0.4594  0.00
H  3.5028  3.4563  -0.0924  0.00
H  2.1476  4.1669  -1.7535  0.00
H  0.0092  5.2713  -2.3696  0.01
H  -2.1448  3.9952  -1.9840  0.00
H  -2.0220  1.7206  -1.0810  0.00
I  0.2263  -4.8481  1.8374  0.01
C  -0.9843  -4.0917  0.2952  0.04
C  -1.7809  -4.9526  -0.4409  0.03
C  -2.5158  -4.4545  -1.4989  0.06
I  -3.7431  -5.8215  -2.5511  0.00
C  -2.4487  -3.1081  -1.8999  0.02
C  -3.0668  -2.5431  -3.0432  0.25
C  -2.8009  -1.2072  -3.3473  0.05
C  -1.9996  -0.4425  -2.5356  0.18
N  -1.4391  -0.9091  -1.3780  0.15
C  -1.6440  -2.2507  -1.1044  0.04
C  -0.9181  -2.7260  0.0066  0.04
O  -0.2036  -1.8438  0.6773  -0.01
H  -1.8109  -6.0041  -0.1949  0.00
H  -3.6788  -3.1526  -3.6917  0.02
H  -3.2153  -0.7597  -4.2412  0.00
H  -1.7592  0.5693  -2.8257  0.01
Cl  1.1252  -1.3764  3.5681  0.00
C  -0.0865  -0.1536  3.7407  0.01
C  -0.7831  -0.0542  4.9250  0.00
C  -1.6810  0.9833  5.1266  0.01
C  -1.8492  1.9325  4.1319  0.00
C  -1.1576  1.8142  2.9456  0.01
Cl  -1.3701  3.0341  1.7284  0.00
C  -0.2624  0.7422  2.6362  0.00
N  0.3950  0.6209  1.4723  0.02
H  -0.6072  -0.7928  5.6963  0.00
H  -2.2202  1.0696  6.0607  0.00
H  -2.5151  2.7741  4.2704  0.00

As for the energy: -109845.3705 eV. Its spin multiplicity is 3. The HOMO-LUMO gap (alpha / beta) is 4.7 / 7.0 eV. The LUMO energy (alpha / beta) is 2.35 / 2.35 eV. As for the energy above the lowest of the compared OMol25 structures with the same formula, charge and spin: 148.3 kJ/mol. The expectation value of S² is 2.041. Its net charge is -1.

# 2
The following is a quantum chemistry calculation of the molecule C24H16N2O in a non-equilibrium geometry, from the Open Molecules 2025 dataset.

Last column: Löwdin charge in e.
Element x y z (Å)
N  -3.4832  1.4345  1.2004  0.17
C  -2.4966  0.9766  0.8365  -0.16
C  -1.3132  0.3856  0.3799  -0.10
C  -0.0318  0.9226  0.4434  -0.26
N  0.3077  2.1104  0.9559  0.15
C  1.5139  2.5492  0.9821  -0.06
C  1.8162  3.8391  1.5485  -0.21
C  3.1339  4.3054  1.5681  -0.04
C  3.4273  5.5413  2.1093  -0.08
C  2.4143  6.3271  2.6372  -0.08
C  1.1027  5.8734  2.6228  -0.07
C  0.8013  4.6402  2.0840  -0.02
O  0.8463  0.0438  -0.1045  0.12
C  0.1522  -1.0472  -0.5185  -0.13
C  0.8892  -2.1284  -1.1404  -0.13
C  2.2738  -2.0168  -1.2974  -0.02
C  2.9972  -3.0339  -1.8866  -0.08
C  2.3555  -4.1792  -2.3299  -0.09
C  0.9833  -4.2990  -2.1786  -0.07
C  0.2511  -3.2866  -1.5899  -0.01
C  -1.1909  -0.8872  -0.2424  -0.07
C  -2.3270  -1.7841  -0.4989  -0.21
C  -3.0375  -1.6899  -1.6905  -0.02
C  -4.1281  -2.5104  -1.9141  -0.07
C  -4.5206  -3.4239  -0.9503  -0.08
C  -3.8214  -3.5140  0.2415  -0.07
C  -2.7302  -2.6958  0.4705  -0.02
H  2.3568  1.9755  0.5828  0.13
H  3.9227  3.6919  1.1562  0.11
H  4.4473  5.8964  2.1210  0.10
H  2.6472  7.2936  3.0593  0.10
H  0.3164  6.4885  3.0346  0.11
H  -0.2103  4.2667  2.0616  0.11
H  2.7735  -1.1246  -0.9521  0.11
H  4.0665  -2.9341  -2.0018  0.10
H  2.9220  -4.9742  -2.7913  0.10
H  0.4783  -5.1896  -2.5223  0.11
H  -0.8158  -3.3907  -1.4767  0.10
H  -2.7292  -0.9745  -2.4391  0.12
H  -4.6751  -2.4332  -2.8420  0.10
H  -5.3737  -4.0621  -1.1261  0.10
H  -4.1286  -4.2211  0.9978  0.10
H  -2.1834  -2.7615  1.4000  0.12

As for the energy: -30174.8575 eV. The HOMO-LUMO gap is 7.0 eV. The LUMO energy is -0.76 eV. As for the SMILES: N#Cc1c(/N=C/c2ccccc2)oc(-c2ccccc2)c1-c1ccccc1. Its net charge is 0.

# 3
The following is a quantum chemistry calculation of a structure of composition C24H16N2O5PdS3, from the Open Molecules 2025 dataset.

Last column: Löwdin charge in e.
Element x y z (Å)
Pd  -0.7795  0.7254  -0.6576  0.47
O  -1.3696  2.3334  3.1620  -0.01
C  -1.4682  2.1454  1.9442  -0.62
O  -0.9181  1.1709  1.3329  -0.17
C  -2.3413  3.1224  1.1725  -0.15
C  -3.3968  3.6948  1.8796  -0.05
C  -4.2286  4.6458  1.3143  -0.13
C  -3.9863  5.0575  0.0080  -0.13
C  -2.9437  4.4985  -0.7073  -0.16
C  -2.1064  3.5164  -0.1531  -0.60
S  -0.7979  2.9220  -1.1767  0.54
H  -3.5287  3.3782  2.9064  0.11
H  -5.0512  5.0640  1.8838  0.08
H  -4.6197  5.8042  -0.4602  0.08
H  -2.7637  4.7972  -1.7332  0.08
C  2.2899  1.3459  1.1025  -0.04
C  2.7510  0.7955  -0.2147  -0.34
C  4.1093  0.4601  -0.4571  -0.03
C  4.4568  -0.0687  -1.6646  -0.04
C  3.4693  -0.2942  -2.6531  -0.17
C  3.7619  -0.8471  -3.9217  -0.09
C  2.7347  -1.0479  -4.8055  -0.12
C  1.4101  -0.7238  -4.4668  -0.15
C  1.0717  -0.1764  -3.2390  -0.60
S  -0.5958  0.1894  -2.8948  0.55
C  2.1430  0.0575  -2.3147  -0.23
N  1.8347  0.6072  -1.1242  0.11
H  3.1292  1.6370  1.7376  0.07
H  1.6865  0.5923  1.6131  0.07
H  1.6300  2.1984  0.9394  0.07
H  4.8491  0.6247  0.3176  0.10
H  5.4873  -0.3326  -1.8835  0.10
H  4.7853  -1.1104  -4.1674  0.09
H  2.9351  -1.4784  -5.7813  0.08
H  0.6150  -0.9213  -5.1759  0.08
O  -3.1255  -1.3009  0.9278  0.04
C  -2.0084  -1.7811  0.8356  -0.53
N  -1.0274  -1.4111  -0.0336  -0.15
S  0.3126  -2.2864  0.1433  0.61
O  1.4181  -1.5303  0.6731  -0.30
O  0.5812  -3.1070  -1.0120  -0.31
C  -0.2990  -3.3434  1.4311  -0.21
C  0.3050  -4.3971  2.0889  -0.05
C  -0.4367  -5.0495  3.0659  -0.10
C  -1.7434  -4.6475  3.3586  -0.10
C  -2.3297  -3.5882  2.6779  -0.01
C  -1.5831  -2.9423  1.7086  -0.13
H  1.3181  -4.6967  1.8534  0.11
H  0.0037  -5.8774  3.6093  0.09
H  -2.3019  -5.1699  4.1265  0.09
H  -3.3383  -3.2540  2.8843  0.11

As for the energy: -74355.2003 eV. The HOMO-LUMO gap is 5.9 eV. The LUMO energy is 4.53 eV. As for the energy above the lowest of the compared OMol25 structures with the same formula, charge and spin: 0.0 kJ/mol. Its net charge is -2.

# 4
The following is a quantum chemistry calculation of a structure of composition C24H17AlAsCl2S2, from the Open Molecules 2025 dataset.

Last column: Löwdin charge in e.
Element x y z (Å)
Al  0.4567  -0.1538  -2.0994  -0.33
S  2.5288  -0.7110  -2.5055  0.75
C  3.2172  -1.1304  -0.9148  -0.62
C  4.5828  -1.3979  -0.9015  -0.11
C  5.2219  -1.7307  0.2815  -0.05
C  4.5166  -1.8028  1.4744  -0.06
C  3.1585  -1.5358  1.4766  -0.08
C  2.5106  -1.1971  0.2934  -0.40
As  0.6390  -0.8205  0.2635  1.33
C  -0.2054  -1.5771  1.8105  -0.37
C  -0.4833  -2.9395  1.8285  -0.10
C  -1.0579  -3.5020  2.9565  -0.06
C  -1.3582  -2.7064  4.0529  -0.06
C  -1.0812  -1.3471  4.0296  -0.06
C  -0.5007  -0.7754  2.9077  -0.09
C  0.5152  1.1180  0.3947  -0.43
C  1.6338  1.9419  0.3076  -0.08
C  1.4620  3.3135  0.1763  -0.05
C  0.1875  3.8596  0.1413  -0.05
C  -0.9284  3.0410  0.2441  -0.07
C  -0.7680  1.6711  0.3570  -0.14
H  5.1443  -1.3444  -1.8240  0.11
H  6.2828  -1.9381  0.2688  0.12
H  5.0214  -2.0660  2.3928  0.11
H  2.5922  -1.5914  2.3993  0.11
H  -0.2504  -3.5640  0.9731  0.11
H  -1.2735  -4.5610  2.9783  0.11
H  -1.8100  -3.1485  4.9299  0.11
H  -1.3129  -0.7301  4.8865  0.11
H  -0.2796  0.2851  2.8901  0.11
H  2.6300  1.5144  0.3286  0.11
H  2.3282  3.9560  0.1007  0.12
H  0.0605  4.9270  0.0286  0.12
H  -1.9209  3.4692  0.2191  0.12
H  -1.6441  1.0300  0.4180  0.12
Cl  -1.4901  -1.4317  -2.8112  0.84
C  -2.5724  -0.0428  -3.0080  -0.57
C  -3.9256  -0.3090  -2.9960  -0.09
C  -4.7979  0.7618  -3.1265  -0.05
C  -4.3038  2.0474  -3.2507  -0.08
C  -2.9367  2.2750  -3.2538  -0.67
Cl  -2.3600  3.8929  -3.4039  0.72
C  -2.0134  1.2268  -3.1407  -0.65
S  -0.2937  1.5642  -3.2091  0.77
H  -4.2860  -1.3212  -2.8905  0.12
H  -5.8642  0.5909  -3.1266  0.12
H  -4.9720  2.8900  -3.3479  0.12

As for the energy: -139311.5591 eV. The HOMO-LUMO gap is 8.4 eV. The LUMO energy is -3.06 eV. As for the energy above the lowest of the compared OMol25 structures with the same formula, charge and spin: 39.8 kJ/mol. Its net charge is +1.